The following is a DFT calculation (the ωB97M-V functional and the def2-TZVPD basis) of a structure of composition C31H35BeIN3O2.

```
! wB97M-V def2-TZVPD RIJCOSX def2/J DEFGRID3
* xyz 1 1
C 2.19422 -1.14002 2.36702
H 4.24833 5.72693 -0.03558
C -0.21437 -5.10427 2.35754
H 4.11334 5.66269 -2.49504
C -4.79869 1.16499 -3.55221
H -2.54671 -3.60007 1.46020
C 1.94533 2.40611 0.02949
H 3.17917 4.44124 -3.35036
C -1.41350 -6.03196 0.35870
H 2.72543 2.35601 0.77578
H 5.41968 3.91068 -1.37511
C 2.05808 3.28275 -1.05064
C -3.58494 2.08307 -1.71437
C 0.17096 -2.93280 -0.43499
I -3.25704 3.73366 -0.47866
N -1.30379 -1.02336 -0.30267
H 3.09905 -1.73201 2.40125
N -2.81898 0.98843 -1.61358
C -1.84714 -3.06043 0.83929
H -2.37035 -0.86227 -2.38948
C -0.30094 -5.08250 0.82437
H 1.09682 -3.31926 -0.83519
H 4.48300 2.60978 -2.12002
Be -1.53319 0.61939 -0.43482
C 3.21796 5.04350 -2.44096
C -4.58988 2.20280 -2.66081
C 4.53366 3.28449 -1.26408
H 2.79955 -0.07168 0.61397
H -1.52127 1.67607 4.18277
O -2.06292 1.15283 1.06868
C -3.02325 -0.00838 -2.49906
H 1.22149 -6.58696 0.60490
C -0.06892 2.43994 -1.75197
H -1.18989 -7.05055 0.67995
C 0.86620 0.55617 1.25833
O 0.55496 -0.90606 -1.59557
H 3.46396 4.51120 0.96994
H -5.57741 1.24099 -4.29935
H -2.38396 -5.75690 0.77264
H 1.86113 -4.94382 0.57973
C 1.20634 -1.31828 3.32194
C -2.19980 1.35601 3.39630
H 0.02715 -6.11104 2.70245
H 2.35577 5.71286 -2.42612
C 1.02929 -5.57187 0.25524
H -2.75179 0.48187 3.75384
H -0.72520 -0.70952 3.98746
H 1.01851 3.89717 -2.84299
H 1.01791 -5.59192 -0.83552
N -0.17022 1.62170 -0.70583
C -0.63306 -3.66537 0.37837
C -0.15098 -1.58136 -0.83442
H 1.32980 -2.04281 4.11499
H -4.10393 -0.78612 -4.16111
H 0.56772 -4.42683 2.70800
C 0.05175 -0.56231 3.24934
H -1.15541 -4.80771 2.82234
C 2.02988 -0.19903 1.36325
H -3.02679 -1.29800 0.82809
C -1.47731 0.97857 2.14550
H 2.48896 5.72194 0.12680
H -2.92623 2.13156 3.16430
H -5.18745 3.10118 -2.69642
H 4.66282 2.68420 -0.36274
C -0.14797 0.35010 2.21105
C 0.85013 1.57523 0.16990
C 3.28323 4.17322 -1.18678
C -2.11790 -1.78343 0.48525
H -0.88872 2.42099 -2.45659
H -1.49465 -6.02799 -0.72955
C 1.01280 3.26958 -1.96503
C 3.37102 5.08424 0.04673
C -3.99085 0.04273 -3.47811
*
```

Computed properties:
Lowest unoccupied orbital energy, Ha: -0.119
Gap between HOMO and LUMO, eV: 6.909
Molar mass, g/mol: 617.556
Relative energy (zero: lowest compared OMol25 entry of this formula, charge and spin), kJ/mol: 0.0



The following is a DFT calculation (the ωB97M-V functional and the def2-TZVPD basis) of a structure of composition C34H30MnN3O4PSTe.

```
! wB97M-V def2-TZVPD RIJCOSX def2/J DEFGRID3
* xyz 1 5
H -4.52305 0.61110 -0.35310
N 1.85714 -1.71012 1.83048
C -2.48236 -1.33398 -2.96938
O 1.15669 -0.28141 -1.47213
S -1.88252 0.71479 0.51771
H -1.67427 3.58601 0.04568
C 1.14985 4.74591 2.63184
C -1.56852 -0.44278 5.18707
C -1.55803 -4.63805 -1.02706
H -1.98702 -5.38712 -1.68028
C -1.33722 4.29239 0.79824
C -0.57388 -1.49921 3.27387
C 1.98190 1.47169 -3.01179
C 4.40521 1.52490 1.64088
C -3.86006 -1.22920 -3.11469
H 0.60889 5.68789 2.63613
H 2.49080 -0.18336 -4.29147
N 0.96235 1.88242 -0.95615
H 0.36035 -4.68565 -1.98831
H -2.02964 -1.73504 6.83085
P 0.19096 -1.41627 1.66205
C 2.50477 0.88754 -4.14563
C 3.06059 3.12583 -4.90027
H -0.63372 4.98766 0.35308
C 3.04707 1.74668 -5.09916
H 3.46505 1.34099 -6.00985
C -1.04568 -0.35480 3.90489
H 2.20422 -2.59944 2.16149
C -2.33278 -4.07800 -0.02076
H -5.65356 -0.41436 -2.29868
C -3.94654 0.06590 -1.08845
H -2.18110 4.80523 1.24813
H -0.27680 -3.63414 3.43257
H 4.45919 -1.76245 2.47825
C -4.58426 -0.51164 -2.17017
C -1.14617 -2.81574 5.20575
O 1.31230 4.17663 -0.88670
H -3.36387 -4.37793 0.10545
H 1.34277 -2.97122 -0.51588
H 2.54779 4.76943 -3.58214
H -1.87563 -1.84502 -3.70874
C -1.61722 -1.66803 5.83326
C -1.83240 -0.75112 -1.89289
H 2.61549 2.50375 0.94217
C -4.62060 -1.82719 -4.25955
Mn 0.37285 0.58744 0.49817
C -0.45052 -2.74845 0.66227
C -0.23615 -4.24787 -1.19941
C -0.62555 -2.73507 3.92636
H -2.38786 -2.68900 1.60786
C 1.33708 0.90987 -1.80675
O -5.71904 -1.47191 -4.57060
C 4.91160 0.29644 2.06554
C -2.56330 -0.05120 -0.94094
C 1.99467 2.84319 -2.81085
H 1.60994 4.59105 3.60336
C 4.09236 -0.80546 2.13658
C 1.37957 3.12240 -1.46034
C 2.53572 3.70018 -3.74408
H 5.02360 2.40762 1.58846
H 5.95085 0.20633 2.35154
H 1.89092 4.74082 1.83827
O -4.00576 -2.82016 -4.94703
H -1.19204 -3.77065 5.71009
C 0.32085 -3.29405 -0.36333
H -1.94214 0.44730 5.67417
C 3.08382 1.59014 1.28093
H -1.02615 0.60498 3.40431
C -1.78204 -3.13181 0.82783
Te -0.28831 3.22447 2.29739
C 2.75624 -0.65989 1.76311
H -0.76486 -0.83857 -1.82038
H 3.49022 3.76128 -5.66297
H -3.17724 -3.05383 -4.51553
N 2.27414 0.51093 1.32933
*
```

Computed properties:
<S²>: 6.14
Lowest unoccupied orbital energy (spin up / spin down), Ha: -0.155 / -0.123
Gap between HOMO and LUMO (spin up / spin down), eV: 6.183 / 7.236
Molar mass, g/mol: 790.210
Relative energy (zero: lowest compared OMol25 entry of this formula, charge and spin), kJ/mol: 0.0



The following is a DFT calculation (the ωB97M-V functional and the def2-TZVPD basis) of a structure of composition C54H47Br2FeGeN6OP2Se2.

```
! wB97M-V def2-TZVPD RIJCOSX def2/J DEFGRID3
* xyz 1 5
H -1.56242 -3.13727 -5.08147
N 2.69161 0.62216 1.79509
C 5.10421 -4.54045 4.69755
N -1.51606 1.46091 1.83253
C -3.78065 3.00871 -2.49051
C 5.39767 -3.69613 3.64218
H 0.28438 -7.15440 -0.00137
C 4.27303 0.83259 4.15214
C 5.63565 0.57011 4.16377
C 0.24458 3.60903 -4.39792
H 2.77040 2.35720 4.08886
C -2.20976 -2.22473 5.85927
H 0.76717 3.56223 -3.43600
C -2.83603 2.22302 -6.00116
C -0.98425 2.93249 -1.04702
H 3.71251 -6.00849 2.26052
Fe -1.05436 0.16625 0.20794
H -1.53034 3.64208 -0.41922
H -0.27234 -2.24654 6.77872
H 5.01222 -1.75850 2.72719
C 2.04339 -6.66803 1.05549
C -1.68725 -0.32051 -3.22770
C 2.26294 -0.44966 2.59114
C 0.67343 -1.04557 -3.47806
H 0.95893 -2.74398 4.68155
C -4.86206 2.19421 -2.92196
H -3.78805 0.07578 2.26625
N 0.88411 -0.14343 0.85039
H 2.78714 -2.61115 6.28576
H 3.34114 0.60893 -2.07249
H 2.47836 -7.61815 0.81513
N -3.26817 0.21435 0.21726
H -5.61147 5.62564 -1.33106
H 1.89943 4.50817 -5.39655
H -7.44256 4.32024 -2.37075
P 0.16550 -2.52275 1.90013
C 3.60072 -2.87848 5.60296
C -0.80459 -2.33778 5.85239
H -1.39438 0.91672 2.70035
C -1.17817 -2.30130 -4.47836
C 3.89393 -2.02649 4.51284
Se -1.03055 -2.44651 0.03421
P 3.01191 -0.46431 4.24967
H -3.18956 2.68429 -9.34274
C 3.82762 2.14284 3.99518
H 1.51179 1.93230 -1.19682
C -6.44988 3.90379 -2.32083
H -4.34408 1.62200 -7.36843
C -2.90212 1.97491 1.74624
H 7.56464 1.26309 3.61719
O -2.52317 0.64976 -2.84057
C -1.00994 3.05561 -4.46082
H -3.20643 2.43665 2.65919
H 5.55164 -5.52347 4.81119
H -6.96234 1.93266 -3.10245
C -1.63758 2.94466 -5.75575
Ge -1.94096 2.43370 -2.73247
H 6.86004 3.58854 3.39126
H -3.29294 4.89344 -1.52746
H 4.28438 4.13165 3.37349
H 0.57766 4.85488 -7.55707
H -0.94632 2.03221 -0.41613
Br -3.93585 -2.00028 -4.18913
H -3.50799 0.81084 -0.59210
H 5.99028 -0.37083 4.56449
H -2.92185 2.73393 0.96588
C -6.18204 2.60165 -2.81630
H -2.66245 -2.15012 2.47711
C 2.72554 -5.75418 1.86330
C -0.12821 -2.56405 4.66424
C -3.38451 2.12423 -7.25524
H -4.83969 1.16481 1.32036
C -1.04052 3.60359 -6.87466
C -2.17230 -2.26968 3.41923
C 2.00147 -0.81271 -3.11420
H -3.97364 -2.08533 4.65461
C -0.79241 -2.50911 3.44614
C -2.12030 -1.44637 -3.93182
C 4.81010 -2.43276 3.54813
C 6.11717 2.86940 3.58758
C 4.23264 -4.10045 5.71849
C 0.20624 4.26558 -6.72887
C -2.77942 2.75000 -8.34753
C 0.08349 -5.23102 1.01788
H 2.70275 -3.73225 2.70082
C -4.08572 4.23322 -1.87710
H 2.77697 -1.49477 -3.42593
C -1.62833 3.48163 -8.16131
C 0.83890 -4.22853 1.69082
C 6.53476 1.55324 3.74611
C 1.16871 -1.02607 1.88584
C 4.72757 3.15986 3.65910
N 1.87323 0.82480 0.82916
H -2.74052 -2.11038 6.78095
H -0.98265 -5.04855 0.82311
C 0.71861 -6.39144 0.64702
C -2.88705 -2.20547 4.64607
C 1.28936 1.09268 -1.82014
H 4.01185 -4.74377 6.56760
H -1.19467 4.07525 -8.97790
C 0.19082 -2.09068 -4.31983
Br 1.33090 -3.38520 -5.14048
C 2.12231 -4.50363 2.15628
C 2.30715 0.29987 -2.34998
H 0.03447 3.25846 -1.19531
H -0.82580 2.22549 1.88578
C 0.88135 4.17667 -5.54317
C -3.82382 0.79974 1.41716
Se 1.34304 0.01293 5.49453
H -3.68111 -0.69728 0.05221
H -3.37858 1.74240 -5.17028
H -4.62336 1.22681 -3.29743
C -0.31375 -0.18593 -2.91023
C -5.40869 4.67199 -1.80535
H 6.12099 -3.95923 2.92445
N 0.02124 0.71127 -1.95204
*
```

Computed properties:
<S²>: 6.01
Lowest unoccupied orbital energy (spin up / spin down), Ha: -0.103 / -0.106
Gap between HOMO and LUMO (spin up / spin down), eV: 6.941 / 6.846
Molar mass, g/mol: 1304.142
Relative energy (zero: lowest compared OMol25 entry of this formula, charge and spin), kJ/mol: 0.0



The following is a DFT calculation (the ωB97M-V functional and the def2-TZVPD basis) of a cluster of 4 separate species, C70H71I2N4O7 in total.

```
! wB97M-V def2-TZVPD RIJCOSX def2/J DEFGRID3
* xyz 1 1
H -0.96919 3.27481 3.17865
H -1.39359 1.42285 5.18320
H 4.46228 -5.25281 1.83963
H 5.60815 -1.77563 3.50330
H -4.99382 -6.22566 3.30330
H -4.49622 -1.37271 -7.08302
C 1.24218 -1.29854 2.36365
H -10.72422 5.13585 -2.73342
H -6.97196 -5.18120 3.72055
C -0.79821 1.00910 3.01034
H 0.30490 -0.51888 -8.03934
C -8.09371 -3.87776 2.11990
C -2.32536 -2.08600 -2.52108
C -9.55709 4.11255 -4.22961
H -1.69412 -2.42386 -0.48698
H -4.56714 3.18075 0.53197
C -1.51517 0.55192 4.41011
H 2.38346 -5.90812 6.55644
C 2.13827 -3.75938 3.19940
C 8.33575 5.21178 -1.83710
N 3.60496 -1.87582 2.68291
C 1.56401 -6.59243 2.82840
C -8.82745 4.47209 -1.95379
C 4.51299 1.89281 3.17015
C 3.26847 -5.31734 -1.05522
C 2.38061 -4.14553 4.80894
H 1.66336 -8.06310 4.80648
C -2.49167 -1.32347 -6.26565
H 4.61475 0.14127 4.78807
C -3.27194 1.97577 -0.69505
H -3.12542 -1.97325 2.17099
H 5.50501 2.50915 3.09820
H 3.01455 -3.47164 0.32127
C -0.02049 -2.04792 -1.79258
O -6.42855 -5.71513 1.71158
C -6.16793 2.51963 -3.78906
C -8.36716 3.43773 -4.50599
O -4.11270 -1.88788 -4.66279
C 8.26828 3.89149 -1.38699
H -0.66029 -3.53149 2.02996
H -2.64702 0.31287 4.17041
C 4.56525 0.76746 1.93372
C 3.90609 -4.09298 -0.17221
H 8.96772 5.45737 -2.68911
H 1.64232 -5.34113 -2.76555
C -3.14045 -3.99343 3.22590
C -5.37992 2.89598 -1.45524
H 0.31494 1.32887 3.29490
C 5.64495 -3.19375 1.59352
H -2.65513 2.42076 2.86434
C -7.40604 3.27180 -3.50029
C 5.20168 10.58812 0.12340
C 4.21074 1.23262 4.63926
H 1.44638 -1.62914 -3.31181
C -7.62972 3.80158 -2.23008
C 7.67793 7.60595 -1.67108
N -0.15296 -1.42532 2.34256
O 5.23894 6.63092 1.49642
C -2.92832 -1.68762 -4.90227
H -5.46175 -3.48865 3.34675
C 0.38695 -1.75569 -3.09506
H -1.38610 -0.24518 -9.82768
H 0.99786 -5.49644 -0.99706
H 6.08797 4.29676 1.19113
C 6.77163 5.88122 -0.11761
H 6.79636 -3.36299 1.86285
C 5.98575 8.29886 0.02216
H 1.50749 -4.84626 1.10002
H -4.66807 -3.43109 1.58875
C -7.48665 -5.32153 2.66418
H 5.51428 -2.38218 0.72770
H 6.11201 11.95758 -1.27032
C 7.46517 3.56689 -0.29405
H -9.17459 -3.69613 2.53384
C 1.79112 -6.95524 4.42082
H 0.72001 -2.14816 -1.00199
C -9.79136 4.62101 -2.95227
H -9.01502 4.87619 -0.96035
H 4.85161 -3.48095 3.70760
H 8.84443 3.11685 -1.88844
H -3.38128 -2.21371 -2.28800
H -8.33089 -6.12326 2.81203
C 1.71280 -5.04147 2.23995
N 2.10787 -0.11359 2.00349
C -5.17771 2.32568 -2.71114
N 2.26552 -2.32628 2.76085
C -3.07841 1.38812 -1.94489
C 6.83944 8.63752 -1.02697
C -4.68959 -3.99545 2.62877
H -3.78308 -0.69317 -9.35534
C 1.79068 -4.93434 -1.67893
H 2.65125 -3.30413 5.59170
O 8.43072 7.90332 -2.59037
H 3.14519 -6.23969 -0.33375
C 3.56009 -0.45261 2.23105
H -8.19358 3.03871 -5.50383
C -1.53023 2.43538 2.54228
H 4.55460 11.34309 0.56439
H -0.45160 -2.97968 3.82443
H 4.48146 9.01468 1.40446
H 1.27962 -7.47229 2.09467
C -1.69638 -0.55584 -8.83249
H -1.34049 2.70398 1.41987
C -0.56536 -1.62100 -4.11402
C 5.16072 9.27479 0.59431
C 2.21759 -5.68437 5.40606
H -8.07158 -3.79171 0.93060
H -2.53011 1.84394 0.08963
C -0.84188 -0.14520 1.81630
C 6.07339 10.93210 -0.90947
C 6.89190 9.96000 -1.48632
O -5.96909 2.05699 -4.90560
H 3.97842 -5.58425 -1.95485
C -0.12734 -1.27647 -5.48106
H 4.42838 -3.32087 -0.91623
H -4.29992 -5.95196 1.51861
H 4.71279 1.95701 5.44035
C 6.71650 4.55854 0.34154
H 3.04259 1.30479 4.84913
H 1.52340 -3.79597 -1.63734
C 7.58963 6.21026 -1.19743
H 4.14638 1.36017 0.98547
H 7.41800 2.53981 0.06134
C -6.60832 3.66447 -1.17278
H -2.76851 -1.92021 4.09506
O 1.06321 -1.13318 -5.73453
C 4.90802 -2.57909 2.96395
H -3.13645 -4.23756 4.38636
I 2.87747 3.28026 2.59291
C -0.91716 -2.64481 2.77641
H -10.30434 4.23661 -5.01034
H -1.91209 -0.33922 1.38596
H -1.04233 -0.47452 4.76940
H -3.86624 1.10577 -3.92890
C -3.44288 -1.18638 -7.28502
C 4.92849 -4.55708 1.02491
C 5.94860 6.91621 0.53872
C -0.74501 -0.70899 -7.82268
H -7.42602 -2.97158 2.51144
C -5.08204 -5.56355 2.32520
C -1.91874 -1.79825 -3.83055
C -3.04271 -0.80359 -8.56605
C -4.02649 1.56533 -2.95487
O -6.78138 4.17739 -0.07317
C -1.14271 -1.09964 -6.53827
C -1.37577 -2.20556 -1.50407
H 7.56583 10.23467 -2.29588
H 5.79363 -5.18450 0.49283
H -0.23373 0.33788 0.90853
C -2.51526 -2.45100 3.05785
H -2.52745 -4.75918 2.58378
C -4.42052 2.72905 -0.44775
I 6.65329 0.33593 1.55551
H -2.18776 0.79298 -2.13469
*
```

Computed properties:
Lowest unoccupied orbital energy, Ha: -0.121
Gap between HOMO and LUMO, eV: 7.635
Molar mass, g/mol: 1334.167
Relative energy (zero: lowest compared OMol25 entry of this formula, charge and spin), kJ/mol: 1969.6



How do the records compare in max |F|? In the order shown, they have 0.0017 0.0206 0.0498 0.1223 Eh/bohr.